1.
This record from the OMol25 dataset describes a molecular structure, C26H47AlF3O9. The level of theory is ωB97M-V with the def2-TZVPD basis set.

Values from the calculation:
* gap between HOMO and LUMO: 7.9 eV
* charge: -1
* E_tot: -2238.019521 a.u.

Cartesian coordinates (Å):
C 2.6061 -1.3330 -1.0531
C 1.3909 -0.4343 -1.0289
O 1.2087 0.3883 -0.1642
O 0.5247 -0.6529 -2.0372
C -0.8231 -1.0469 -1.5618
C -1.6612 -1.6649 -2.6496
Al -3.1479 -2.6243 -1.6580
C -4.8278 -2.9456 -2.7462
C -5.9474 -3.5885 -1.8954
C -6.7250 -2.6312 -1.0110
F -6.4686 -2.8148 0.3110
F -6.5131 -1.3256 -1.2669
F -8.0799 -2.8146 -1.1449
C -2.4608 -4.3339 -0.8133
O -1.6725 -5.1419 -1.7545
C -0.6135 -5.7830 -1.2086
C 0.6668 -5.4577 -1.6604
C 1.7774 -6.1021 -1.1284
C 1.6183 -7.0676 -0.1395
C 0.3399 -7.3981 0.3028
C -0.7757 -6.7605 -0.2248
H 3.5167 -0.7455 -0.9426
H 2.6403 -1.9041 -1.9772
H 2.5150 -2.0237 -0.2133
H -0.6663 -1.7501 -0.7329
H -1.3164 -0.1720 -1.1367
H -2.0571 -0.8726 -3.2922
H -1.0337 -2.3472 -3.2303
H -3.5459 -1.6388 -0.4315
H -4.6477 -3.6357 -3.5778
H -5.1980 -2.0171 -3.1901
H -6.6756 -4.1299 -2.5024
H -5.4986 -4.3146 -1.2113
H -1.7987 -4.0500 0.0169
H -3.2321 -4.9777 -0.3697
H 0.7484 -4.6986 -2.4299
H 2.7639 -5.8258 -1.4816
H 2.4830 -7.5677 0.2798
H 0.2156 -8.1532 1.0709
H -1.7815 -6.9909 0.1040
C -2.0605 2.5903 7.0338
O -2.6552 2.2295 5.8133
C -3.2083 3.3127 5.0885
C -3.0330 3.1511 3.5947
O -1.7152 3.3511 3.1224
C -0.7393 2.3530 3.3847
C -0.8896 1.0868 2.5728
O -2.0127 0.3292 2.9822
C -2.7275 -0.2499 1.9001
H -2.8120 2.7729 7.8122
H -1.4267 1.7615 7.3472
H -1.4364 3.4852 6.9279
H -2.7516 4.2587 5.4035
H -4.2860 3.3644 5.2987
H -3.6153 3.9508 3.1285
H -3.4452 2.1993 3.2545
H -0.6730 2.1296 4.4523
H 0.2074 2.8100 3.0847
H 0.0201 0.4872 2.7137
H -0.9550 1.3418 1.5103
H -2.8848 0.4678 1.0899
H -3.7005 -0.5644 2.2745
H -2.2090 -1.1238 1.5013
C 6.8800 6.3747 -2.3147
O 5.6164 5.7586 -2.3233
C 5.3054 5.0788 -3.5263
C 4.5103 3.8170 -3.2777
O 5.2481 2.7472 -2.7172
C 5.6379 2.8240 -1.3564
C 4.5137 2.6319 -0.3633
O 3.6357 3.7383 -0.3365
C 2.2685 3.3753 -0.2365
H 6.8771 7.3117 -2.8850
H 7.1293 6.5972 -1.2778
H 7.6521 5.7136 -2.7246
H 6.2216 4.8254 -4.0727
H 4.6993 5.7408 -4.1604
H 4.1970 3.4488 -4.2578
H 3.6082 4.0314 -2.7016
H 6.1942 3.7406 -1.1460
H 6.3254 1.9845 -1.2219
H 4.9629 2.5072 0.6328
H 3.9690 1.7128 -0.6054
H 2.0130 2.5662 -0.9204
H 1.6834 4.2563 -0.5005
H 2.0131 3.0713 0.7824

---

2.
This record from the OMol25 dataset describes 2 unconnected molecules or ions with the total composition C4H6N4O2 at a distorted geometry. The level of theory is ωB97M-V with the def2-TZVPD basis set.

Values from the calculation:
* structure (SMILES): N#CCn1ncc(O)n1.O
* gap between HOMO and LUMO: 9.4 eV
* E_tot: -525.463194 a.u.

Cartesian coordinates (Å):
N 0.1344 -0.1108 4.6549
C 0.5106 0.4213 3.6893
C 1.0265 0.8595 2.3755
N 0.2836 0.3362 1.2591
N 0.4902 -0.8585 0.7503
C -0.3616 -0.9442 -0.2639
C -0.8665 0.3634 -0.4800
O -1.2787 0.9254 -1.6096
N -0.5974 1.0826 0.6009
H 2.0639 0.5189 2.2648
H 1.0564 1.9568 2.3558
H -0.4453 -1.8338 -0.8810
H -1.0474 0.3635 -2.3865
O -0.5793 -0.7286 -4.1057
H 0.3078 -0.6749 -4.4772
H -0.6974 -1.6770 -3.7467

---

3.
This record from the OMol25 dataset describes 2 unconnected molecules or ions with the total composition C4H9N2S at a distorted geometry. The level of theory is ωB97M-V with the def2-TZVPD basis set.

Values from the calculation:
* gap between HOMO and LUMO: 8.4 eV
* charge: +1
* E_tot: -665.187217 a.u.

Cartesian coordinates (Å):
C -0.7666 -1.2240 1.7101
C -0.5313 -0.1800 -1.5777
C -1.3638 2.0023 -2.0615
C -1.4657 0.5651 -2.0043
N -2.0409 -0.8075 1.5364
N 0.0671 -0.5562 2.4957
S 0.2127 -1.1421 -0.6127
H -0.4044 -2.2388 1.5792
H -0.8675 2.3418 -2.9846
H -0.8103 2.4428 -1.2428
H -2.4245 2.3747 -1.9599
H -2.2522 0.1647 -2.5317
H -2.8149 -1.4535 1.3787
H 0.8684 -0.9760 2.8983
H 0.1920 0.4346 2.5081
H -2.1744 0.2082 1.6310

---

4.
This record from the OMol25 dataset describes a molecular structure, C40H46BaBrN3O9 at a distorted geometry. The level of theory is ωB97M-V with the def2-TZVPD basis set.

Values from the calculation:
* gap between HOMO and LUMO: 5.2 eV
* charge: -2
* E_tot: -4992.905245 a.u.

Cartesian coordinates (Å):
Ba 1.0969 0.7558 0.5206
O -2.0620 4.4568 -1.8339
C -1.1824 3.4157 -1.5166
O 0.0016 3.4678 -2.2807
C -0.9944 3.4331 0.0069
O 0.2706 3.0282 0.4171
C 1.2289 4.0592 0.4531
C 2.5962 3.5181 0.9712
O 3.3915 4.3708 1.3731
O 2.7776 2.2889 0.9338
H -2.1655 4.4826 -2.7962
H -1.7131 2.7169 0.4099
H -1.2375 4.4452 0.3622
H 0.9052 4.8642 1.1310
H 1.3942 4.4934 -0.5405
C -2.8693 -1.3235 -0.2031
C -2.1916 -2.1523 -1.1118
C -0.9823 -2.5509 -0.4828
C -0.9605 -1.9411 0.7969
C -2.1488 -1.2003 0.9801
C -2.6843 -0.6305 2.2755
C -1.7530 -0.9430 3.4475
C -2.8630 0.8914 2.1862
C -4.0534 -1.2666 2.5827
C 0.0737 -3.6013 -0.8226
C 1.3192 -3.4622 0.0706
C -0.4986 -5.0058 -0.5410
C 0.6071 -3.5277 -2.2578
C -2.7685 -2.3843 -2.5056
C -4.1971 -1.8171 -2.6139
C -2.9132 -3.8740 -2.8622
C -1.9418 -1.6473 -3.5675
H -3.8092 -0.8293 -0.3824
H -0.3176 -2.2414 1.6060
H -0.7685 -0.5251 3.2575
H -1.6570 -2.0184 3.5829
H -2.1426 -0.5108 4.3703
H -1.8794 1.3571 2.1314
H -3.3815 1.2670 3.0725
H -3.4447 1.1559 1.3023
H -3.9575 -2.3494 2.6153
H -4.7839 -1.0125 1.8189
H -4.4313 -0.9208 3.5470
H 1.0878 -3.6525 1.1150
H 1.7304 -2.4601 -0.0245
H 2.0732 -4.1904 -0.2426
H -0.7971 -5.0694 0.5033
H 0.2489 -5.7777 -0.7370
H -1.3734 -5.2171 -1.1449
H 0.9710 -2.5233 -2.4615
H -0.1497 -3.7791 -2.9901
H 1.4360 -4.2269 -2.3929
H -4.8542 -2.2665 -1.8713
H -4.6031 -2.0323 -3.6056
H -4.1957 -0.7396 -2.4829
H -3.4782 -4.3812 -2.0812
H -1.9552 -4.3667 -2.9710
H -3.4548 -3.9935 -3.8043
H -1.9496 -0.5819 -3.3566
H -2.3574 -1.8051 -4.5655
H -0.9062 -1.9548 -3.5731
O 0.6480 0.4138 -3.9794
C 0.6469 1.1602 -3.0157
N 1.4719 1.1116 -1.9601
C 2.7814 1.0531 -2.1905
O 3.3498 1.4416 -3.2125
C 3.6496 0.5412 -1.0837
C 4.9477 1.0413 -1.0262
C 5.8259 0.5274 -0.0979
C 5.3872 -0.5058 0.7167
C 4.0815 -0.9385 0.5801
N 3.2188 -0.4217 -0.2837
C -0.4151 2.2886 -3.0068
C -0.8141 2.5890 -4.4248
C -2.0608 2.3462 -4.8423
C -3.0767 1.8834 -3.9239
C -2.8237 1.8636 -2.6034
N -1.5576 2.1254 -2.0980
H 5.2268 1.8252 -1.7123
H 6.8354 0.9091 -0.0145
H 6.0430 -0.9540 1.4507
H 3.7021 -1.7339 1.2070
H -0.0364 2.9810 -5.0597
H -2.3485 2.5259 -5.8718
H -4.0421 1.5970 -4.3117
H -3.5669 1.6277 -1.8561
Br 1.3571 -0.8501 5.5931
C 2.5274 0.6376 5.4427
C 3.2807 0.9857 6.5494
C 4.1514 2.0564 6.4518
C 4.2503 2.7662 5.2644
C 3.4690 2.4186 4.1736
C 2.5926 1.3445 4.2566
C 1.7219 0.8996 3.0926
O 0.7168 1.5701 2.8388
O 2.0696 -0.1507 2.5298
H 3.1871 0.4145 7.4623
H 4.7490 2.3272 7.3118
H 4.9425 3.5937 5.1888
H 3.5246 2.9723 3.2506

---

5.
This record from the OMol25 dataset describes a molecular structure, C57H55CsN6O2P at a distorted geometry. The level of theory is ωB97M-V with the def2-TZVPD basis set.

Values from the calculation:
* gap between HOMO and LUMO: 5.5 eV
* charge: -1
* E_tot: -3045.664368 a.u.

Cartesian coordinates (Å):
Cs 1.1575 -0.2005 0.3589
C 5.6847 -1.2201 -1.9676
C 4.4677 -0.5954 -1.6128
N 4.1773 -0.0922 -0.4171
C 5.0524 -0.2698 0.6075
C 6.2677 -1.0409 0.3785
C 6.5334 -1.4780 -0.9353
C 7.0702 -1.3197 1.4947
C 6.7669 -0.7704 2.7345
C 5.6332 -0.0095 2.9526
C 4.6972 0.2586 1.9309
N 3.5162 0.8291 2.1616
C 3.2960 1.8754 2.9509
C 4.1976 2.9501 3.1716
C 3.9227 3.9613 4.1174
C 2.7645 3.9770 4.8390
C 1.7598 3.0258 4.4882
C 0.5296 3.0459 5.1548
C -0.4374 2.1459 4.8551
C -0.1434 1.1981 3.8623
N 1.0311 1.0792 3.2705
C 1.9769 2.0041 3.5732
H 5.8285 -1.5611 -2.9712
H 3.7362 -0.5210 -2.3907
H 7.4624 -2.0395 -1.0853
H 7.9465 -1.9295 1.3972
H 7.3948 -0.9918 3.5863
H 5.4570 0.2478 4.0054
H 5.1195 2.9512 2.5873
H 4.6916 4.6515 4.3413
H 2.5394 4.6639 5.6006
H 0.3430 3.8334 5.8752
H -1.3891 2.1059 5.3228
H -0.8765 0.4505 3.5863
C 0.0094 3.8811 1.0088
C 0.8148 4.2134 -0.2573
C 1.9415 3.2056 -0.4896
C -0.0534 4.4122 -1.5049
C -0.9004 5.6748 -1.4643
O -2.2240 5.1543 -1.2839
C -2.1576 3.7924 -1.4267
N -1.0265 3.3115 -1.6453
C -3.4703 3.1589 -1.3436
C -4.4767 3.9057 -1.9372
C -5.7768 3.4368 -1.9280
C -6.1387 2.3003 -1.2758
C -5.1513 1.6252 -0.5746
C -3.8270 2.0014 -0.6304
P -2.6107 1.0191 0.3401
C -2.9625 -0.6802 -0.2260
C -2.4777 -1.7255 0.5882
C -2.6805 -3.0494 0.2530
C -3.3166 -3.3094 -0.9639
C -3.7518 -2.2818 -1.7818
C -3.5549 -0.9621 -1.4116
C -3.5878 0.9740 1.9164
C -4.4222 -0.1036 2.2747
C -5.1170 -0.0942 3.4726
C -4.9305 0.9400 4.3899
C -4.1202 2.0252 4.0693
C -3.3921 1.9946 2.8567
H 0.6026 4.0601 1.9359
H -0.3167 2.8319 1.0987
H -0.8646 4.5361 1.0747
H 1.2316 5.2216 -0.1092
H 1.4889 2.3904 -1.0151
H 2.4600 2.8737 0.4090
H 2.6918 3.6417 -1.1800
H 0.6009 4.3922 -2.3621
H -0.8757 6.2541 -2.3955
H -0.7110 6.3347 -0.6553
H -4.2128 4.8669 -2.4114
H -6.5431 3.9848 -2.4346
H -7.1349 1.9223 -1.2555
H -5.4541 0.7346 -0.0257
H -1.9815 -1.4748 1.5301
H -2.3085 -3.8667 0.8807
H -3.4660 -4.3420 -1.2871
H -4.2168 -2.5381 -2.7053
H -3.8980 -0.1390 -2.0220
H -4.5735 -0.8920 1.5427
H -5.7743 -0.9002 3.6683
H -5.5087 0.9004 5.3278
H -4.0759 2.8351 4.8080
H -2.7038 2.8034 2.6106
C -0.2908 -6.4406 -3.3598
C -1.3375 -5.4876 -2.7811
C -1.3851 -4.1331 -3.5004
C -2.1530 -4.0394 -4.6854
C -2.3860 -2.7851 -5.2309
C -1.8532 -1.6342 -4.7024
C -1.0784 -1.7171 -3.5609
C -0.6947 -0.4408 -2.8643
C 0.5994 0.1215 -3.4628
C -0.8101 -2.9607 -2.9982
N -0.0750 -3.0433 -1.8127
C 1.1987 -3.1828 -1.8774
C 2.0202 -3.3175 -0.6950
C 3.4470 -3.5268 -0.7228
C 3.8530 -3.5731 0.6228
C 2.7055 -3.3382 1.3450
N 1.6061 -3.2201 0.5950
H -0.2520 -7.3662 -2.7678
H 0.7135 -5.9688 -3.4177
H -0.5554 -6.8038 -4.3682
H -1.1107 -5.3679 -1.6867
H -2.3479 -5.9579 -2.8617
H -2.6853 -4.9203 -5.0363
H -3.0200 -2.7615 -6.0911
H -2.0997 -0.6957 -5.1413
H -0.6423 -0.5587 -1.7672
H -1.4729 0.2871 -3.0502
H 1.3774 -0.6365 -3.4997
H 0.9758 0.9584 -2.8989
H 0.3940 0.4269 -4.4907
H 1.7131 -3.1960 -2.8317
H 4.0382 -3.5835 -1.6062
H 4.8752 -3.8113 1.0173
H 2.6135 -3.2739 2.3968
O -0.0901 -5.6780 1.1454
H 0.6586 -6.0544 1.6926
H 0.2813 -4.7856 1.0775

---

| no. | HOMO energy (eV) |
| --- | --- |
| 1 | -5.54 |
| 2 | -9.25 |
| 3 | -12.31 |
| 4 | -1.19 |
| 5 | -3.58 |